Formula: C2H5NO2S
Source: the OMol25 dataset
Level of theory: wB97M-V/def2-TZVPD

Last column: natural (NBO) charge in e.
Cartesian coordinates (Å):
C1 0.2263 -0.7645 0.9301  -0.471
C2 0.0236 0.9684 -1.1619  -0.306
N1 -1.4013 0.8570 -0.9377  0.458
O1 -1.8568 1.5540 -0.0132  -0.443
O2 -1.9791 -0.0137 -1.5483  -0.351
S1 0.6628 2.3846 -0.6394  0.131
H1 -0.4419 -1.5995 0.5992  0.181
H2 -0.2815 0.0852 1.2855  0.171
H3 1.2151 -0.9042 1.0191  0.162
H4 0.4394 0.3369 -1.9654  0.254
H5 -0.5778 2.5325 -0.0575  0.213

For the gap between HOMO and LUMO (spin up / spin down), the calculation gives 7.418 / 8.175 eV. For the molecular weight, the calculation gives 107.13 g/mol. The total energy comes out at -18568.67635 eV. The energy above the lowest of the compared OMol25 structures with the same formula, charge and spin comes out at 159.0 kcal/mol. As for the charge: 0.